ORCA calculation (wB97M-V/def2-TZVPD) on a cluster of 9 separate species, C44H67N5O30P in total.

Properties
Lowest unoccupied orbital energy = -3.85 eV
Kohn-Sham gap = 7.38 eV
Net charge = +1
E_tot = -124871.620 eV

Geometry (Å):
C1 1.09830 2.10936 -1.03101
C2 1.15702 0.76493 -1.87311
C3 1.38004 -0.46153 -0.92948
O1 1.28118 -1.70423 -1.66009
C4 0.72449 -2.70767 -0.83338
N1 -0.71516 -2.40534 -0.85185
C5 -1.31907 -3.63885 -0.45892
N2 -2.32376 -3.80195 0.36240
C6 -2.96541 -2.61408 0.99424
O2 -3.23300 -1.60215 0.01346
C7 -3.79937 -0.49720 0.69144
C8 -3.06802 0.38749 1.57354
C9 -3.75033 1.51665 2.22651
C10 -5.16960 1.71285 1.96196
C11 -5.93909 0.84048 1.06554
C12 -5.22821 -0.25438 0.43365
P1 -2.93267 -5.40971 0.79975
O3 -3.72463 -6.03253 -0.27185
O4 -1.64575 -6.34159 1.30290
O5 -3.92979 -5.31653 2.12833
N3 -0.56923 -4.64096 -1.16245
C13 -1.19767 -5.16540 -2.40199
C14 -1.67433 -4.03958 -3.42014
C15 -2.32501 -4.63569 -4.74650
N4 -3.43679 -3.71599 -5.15798
C16 0.88605 -4.24738 -1.21307
C17 1.50582 -5.10343 -0.01899
C18 2.25014 -6.39329 -0.50727
O6 1.79913 -7.21548 -1.26131
C19 1.64219 -4.31826 -2.58158
C20 3.20541 -4.01946 -2.45707
N5 3.66156 -2.92482 -3.37545
H1 0.09584 2.24502 -0.53837
H2 1.93003 2.18148 -0.28193
H3 1.22234 2.96413 -1.74625
H4 1.99126 0.84546 -2.61966
H5 0.16741 0.62457 -2.38891
H6 2.42880 -0.40122 -0.51458
H7 0.68351 -0.39380 -0.05233
H8 1.09184 -2.63329 0.22794
H9 -1.08620 -1.97830 -1.70471
H10 -3.96398 -2.86574 1.45625
H11 -2.33980 -2.22746 1.85186
H12 -1.97820 0.23419 1.75902
H13 -3.23264 2.21343 2.92219
H14 -5.69105 2.56852 2.43931
H15 -7.01462 1.01136 0.83908
H16 -5.76947 -0.94523 -0.25486
H17 -1.07803 -5.73299 1.83220
H18 -3.37391 -5.17627 2.92198
H19 -0.56766 -5.94006 -2.91823
H20 -2.14355 -5.71443 -2.11902
H21 -2.50198 -3.46064 -2.90610
H22 -0.87556 -3.29355 -3.66413
H23 -2.69393 -5.67558 -4.58362
H24 -1.55093 -4.56077 -5.56082
H25 -3.10707 -2.76354 -4.97567
H26 -4.19442 -3.87065 -4.48368
H27 2.15475 -4.48164 0.65520
H28 0.63977 -5.44142 0.59742
H29 3.32055 -6.52020 -0.14384
H30 1.24419 -3.64663 -3.37796
H31 1.54881 -5.37031 -2.96806
H32 3.77240 -4.96550 -2.65470
H33 3.41841 -3.71538 -1.39213
H34 3.94296 -3.33275 -4.26760
H35 2.89215 -2.27692 -3.54550
C21 -5.04198 5.44076 4.76868
C22 -5.35500 6.81751 4.25288
O7 -5.20966 6.66760 2.84195
C23 -5.39280 5.35362 2.55208
O8 -5.50241 4.91714 1.44870
O9 -5.43572 4.60090 3.68502
H36 -5.59794 5.19566 5.67250
H37 -3.97544 5.29633 4.95813
H38 -6.38071 7.12410 4.47176
H39 -4.67085 7.57313 4.63630
C24 6.33080 -3.52829 -0.90811
C25 6.70759 -3.75987 -2.33262
O10 8.07640 -3.36612 -2.37245
C26 8.56199 -3.47908 -1.10368
O11 9.71201 -3.38573 -0.81307
O12 7.55805 -3.71229 -0.21053
H40 5.57838 -4.23384 -0.55672
H41 5.97390 -2.51007 -0.73064
H42 6.63538 -4.81329 -2.61957
H43 6.11135 -3.16391 -3.02072
C27 3.28257 -4.49576 5.22947
C28 3.59425 -4.18772 3.79306
O13 2.30481 -4.25937 3.17245
C29 1.38058 -4.03331 4.13402
O14 0.21334 -3.85938 3.91352
O15 1.93669 -4.02824 5.36598
H44 3.94710 -3.98027 5.92104
H45 3.30654 -5.56673 5.44663
H46 4.00109 -3.17646 3.65192
H47 4.28208 -4.90791 3.35031
C30 -2.42238 5.90039 0.14450
C31 -2.05256 5.70667 -1.29695
O16 -0.68565 6.12027 -1.33060
C32 -0.18780 5.98279 -0.07271
O17 0.96553 6.08314 0.20914
O18 -1.17726 5.71426 0.82162
H48 -3.16271 5.17730 0.48621
H49 -2.78767 6.90523 0.35069
H50 -2.11352 4.66052 -1.60895
H51 -2.65983 6.31097 -1.96801
C33 -8.93300 3.73376 -0.50259
C34 -8.75749 4.20016 -1.91972
O19 -7.96132 3.16976 -2.49566
C35 -8.15612 2.04477 -1.76290
O20 -7.76528 0.96159 -2.07740
O21 -8.85660 2.31326 -0.62264
H52 -9.88975 4.03642 -0.07864
H53 -8.12889 4.07619 0.15441
H54 -9.70464 4.25953 -2.46185
H55 -8.25250 5.16314 -1.98351
C36 -3.52810 10.05364 -0.86933
C37 -4.96073 10.50046 -0.96141
O22 -5.59892 9.39091 -1.59005
C38 -4.83917 8.29384 -1.34497
O23 -5.17110 7.17564 -1.58572
O24 -3.64540 8.63392 -0.78625
H56 -3.02008 10.45387 0.00703
H57 -2.95053 10.30861 -1.76096
H58 -5.41439 10.65924 0.02006
H59 -5.07906 11.40514 -1.55594
C39 3.70865 0.69320 4.75933
C40 3.83415 1.24523 3.36726
O25 4.69920 0.30429 2.73233
C41 4.59159 -0.86396 3.40828
O26 5.05541 -1.90321 3.03867
O27 3.88936 -0.70891 4.55847
H60 2.73763 0.90057 5.20642
H61 4.49171 1.05775 5.42781
H62 2.87956 1.26290 2.83505
H63 4.26623 2.24449 3.35047
C42 12.28592 -0.82517 -1.12160
C43 10.97802 -0.28769 -1.62847
O28 11.12798 1.12053 -1.46942
C44 12.46304 1.38713 -1.46523
O29 12.92954 2.47983 -1.51598
O30 13.19264 0.24089 -1.39641
H64 12.59016 -1.73662 -1.63356
H65 12.27360 -1.01094 -0.04484
H66 10.81648 -0.50818 -2.68684
H67 10.12726 -0.65475 -1.05690

Atomic partial charges in e from the Löwdin method, atoms 1 to 4: C -0.104; C -0.207; C -0.208; O -0.107